(1)
The following is a quantum chemistry calculation of C65H145N8O3 as an isolated structure at a distorted geometry, from OMol25.

Cartesian coordinates (Å):
O (-0.1376, -1.0288, 1.6304)
C (-0.9464, -1.0581, 0.6005)
O (-0.9585, -0.0191, -0.0366)
O (-1.7814, -1.9926, 0.3969)
H (-0.0776, -0.1571, 1.2326)
C (2.8138, -3.1973, 6.6136)
C (1.5752, -4.0674, 6.1231)
C (0.7683, -3.3448, 5.0316)
N (-0.5512, -3.9953, 4.7984)
C (-1.5361, -3.6409, 5.9248)
C (-0.4570, -5.4703, 4.4055)
C (-1.8836, -5.7612, 3.8670)
C (-2.3074, -4.4916, 3.1567)
C (-1.2267, -3.4591, 3.5018)
H (3.3074, -3.9508, 7.2274)
H (2.5599, -2.2614, 7.1113)
H (3.4443, -2.9847, 5.7503)
H (0.9395, -4.1356, 7.0060)
H (1.7628, -5.1027, 5.8382)
H (1.2570, -3.4341, 4.0614)
H (0.4710, -2.3065, 5.1790)
H (-1.1727, -4.2649, 6.7414)
H (-2.5615, -3.8579, 5.6254)
H (-1.3276, -2.5755, 6.0222)
H (-0.0879, -6.0203, 5.2712)
H (0.2748, -5.5925, 3.6069)
H (-2.5571, -5.9957, 4.6914)
H (-1.8865, -6.6768, 3.2756)
H (-3.2162, -4.1602, 3.6591)
H (-2.3811, -4.6094, 2.0756)
H (-1.6081, -2.4598, 3.7117)
H (-0.3847, -3.3975, 2.8123)
C (-0.8584, -7.9040, 0.8579)
C (-0.9761, -6.5600, 0.1981)
C (-1.6022, -6.6850, -1.2070)
N (-1.6775, -5.2852, -1.9062)
C (-2.8525, -4.4680, -1.3188)
C (-0.3369, -4.4788, -1.9234)
C (-0.3207, -3.4982, -3.0899)
C (-1.4946, -3.9442, -3.9766)
C (-1.9816, -5.2819, -3.4145)
H (-0.5807, -7.7662, 1.9029)
H (-0.0567, -8.5212, 0.4524)
H (-1.8383, -8.3750, 0.7802)
H (0.0060, -6.0944, 0.2794)
H (-1.7183, -6.0288, 0.7941)
H (-2.6410, -7.0150, -1.1915)
H (-0.9767, -7.2063, -1.9316)
H (-2.8895, -3.4259, -1.6364)
H (-2.6525, -4.3837, -0.2506)
H (-3.7188, -5.0854, -1.5562)
H (-0.0335, -4.1571, -0.9271)
H (0.4707, -5.1794, -2.1352)
H (-0.4485, -2.4746, -2.7378)
H (0.6670, -3.5677, -3.5456)
H (-2.2399, -3.1548, -3.8796)
H (-1.2398, -4.0704, -5.0289)
H (-2.9847, -5.6524, -3.6259)
H (-1.3030, -6.0156, -3.8496)
C (1.0406, 0.9652, -2.6320)
C (1.9407, 1.1967, -3.8221)
C (1.7772, -0.0123, -4.8005)
N (2.7807, 0.0670, -6.0542)
C (2.5004, 1.2773, -6.8874)
C (2.6923, -1.1990, -7.0048)
C (3.9915, -1.1552, -7.7908)
C (5.0359, -0.6514, -6.7333)
C (4.1833, 0.0013, -5.5815)
H (0.0647, 1.0429, -3.1113)
H (1.1539, 1.7289, -1.8626)
H (1.0118, -0.0261, -2.1797)
H (2.9700, 1.2808, -3.4734)
H (1.7890, 2.1965, -4.2289)
H (0.7988, 0.0326, -5.2788)
H (1.8624, -0.9733, -4.2932)
H (1.5494, 1.3002, -7.4195)
H (3.2463, 1.5418, -7.6370)
H (2.5488, 1.9919, -6.0658)
H (1.7798, -1.4046, -7.5644)
H (2.7395, -2.0450, -6.3191)
H (3.8317, -0.3839, -8.5442)
H (4.3236, -2.1027, -8.2153)
H (5.6417, 0.1709, -7.1140)
H (5.7761, -1.3393, -6.3246)
H (4.5862, 0.9355, -5.1902)
H (4.0907, -0.6951, -4.7481)
C (2.0228, 1.2747, 4.0256)
C (2.5465, 2.6114, 3.5670)
C (3.9720, 2.9606, 4.2129)
N (4.6481, 4.1545, 3.4272)
C (6.0127, 4.3047, 4.1018)
C (3.8221, 5.4677, 3.6666)
C (3.1058, 5.6823, 2.3973)
C (3.8272, 4.9864, 1.2606)
C (4.8265, 3.9722, 1.9040)
H (1.7974, 1.2201, 5.0906)
H (2.8178, 0.5498, 3.8508)
H (1.1200, 0.9364, 3.5169)
H (1.8130, 3.3961, 3.7522)
H (2.6052, 2.5751, 2.4791)
H (4.5369, 2.0510, 4.0087)
H (3.9414, 3.0834, 5.2956)
H (6.5613, 3.3629, 4.1175)
H (5.9659, 4.5359, 5.1660)
H (6.6904, 4.9797, 3.5790)
H (4.5778, 6.2470, 3.7653)
H (3.1815, 5.4048, 4.5462)
H (2.9961, 6.6954, 2.0103)
H (2.0917, 5.2835, 2.4228)
H (4.4692, 5.6963, 0.7391)
H (3.1629, 4.5340, 0.5244)
H (5.8790, 4.1646, 1.6958)
H (4.6578, 2.9194, 1.6778)
C (8.1729, -3.3821, 0.3078)
C (6.6820, -3.3317, 0.8890)
C (6.0804, -1.9323, 0.4621)
N (4.6683, -1.6282, 1.2206)
C (4.7490, -1.7658, 2.7530)
C (4.2413, -0.1590, 0.7328)
C (2.7771, -0.2638, 0.4714)
C (2.5527, -1.6117, -0.1716)
C (3.5049, -2.4957, 0.6613)
H (8.6429, -4.3565, 0.4407)
H (8.6786, -2.5959, 0.8683)
H (8.2152, -3.1180, -0.7489)
H (6.7447, -3.5434, 1.9564)
H (6.0773, -4.0935, 0.3968)
H (5.8384, -1.8364, -0.5964)
H (6.6274, -1.0241, 0.7156)
H (4.9133, -2.7939, 3.0755)
H (3.8165, -1.3274, 3.1085)
H (5.5077, -1.1133, 3.1850)
H (4.5112, 0.5715, 1.4955)
H (4.7442, -0.0568, -0.2288)
H (2.1316, -0.1353, 1.3403)
H (2.5961, 0.5742, -0.2016)
H (1.5482, -2.0335, -0.2046)
H (2.9516, -1.7304, -1.1790)
H (2.9431, -2.8599, 1.5214)
H (3.8823, -3.3706, 0.1320)
C (-8.9256, 0.0966, -4.3829)
C (-7.7681, 0.6321, -3.5638)
C (-6.4067, -0.0666, -3.9493)
N (-5.0812, 0.3754, -3.3840)
C (-5.1764, 0.1689, -1.8521)
C (-4.6563, 1.8286, -3.6826)
C (-3.0992, 1.8878, -3.5274)
C (-2.7107, 0.4380, -3.5407)
C (-3.8771, -0.4389, -3.8103)
H (-9.1444, -0.9058, -4.0151)
H (-8.5429, 0.0336, -5.4016)
H (-9.8312, 0.6948, -4.2820)
H (-8.0088, 0.4963, -2.5095)
H (-7.7009, 1.6862, -3.8332)
H (-6.3668, 0.0797, -5.0287)
H (-6.4407, -1.1475, -3.8124)
H (-6.0493, 0.7249, -1.5099)
H (-4.2130, 0.4486, -1.4257)
H (-5.3207, -0.9013, -1.7039)
H (-5.2542, 2.4105, -2.9812)
H (-4.9640, 1.9035, -4.7256)
H (-2.8880, 2.2874, -2.5356)
H (-2.6180, 2.5029, -4.2878)
H (-2.2168, 0.1795, -2.6041)
H (-1.8676, 0.3383, -4.2244)
H (-3.7811, -1.4515, -3.4184)
H (-3.9839, -0.6513, -4.8740)
C (-2.7344, 4.8438, 3.5762)
C (-3.6579, 3.6806, 4.0431)
C (-3.1456, 2.2834, 3.7184)
N (-4.1358, 1.1225, 3.9016)
C (-4.9282, 1.2562, 5.2601)
C (-5.1682, 0.9144, 2.7774)
C (-4.6008, -0.0974, 1.7751)
C (-4.0310, -1.0896, 2.7645)
C (-3.3301, -0.2123, 3.8448)
H (-2.9602, 5.1532, 2.5557)
H (-1.6761, 4.5853, 3.5414)
H (-2.8033, 5.6471, 4.3098)
H (-4.6882, 3.8571, 3.7343)
H (-3.6486, 3.5672, 5.1271)
H (-2.2498, 2.0893, 4.3083)
H (-2.8554, 2.2275, 2.6693)
H (-4.2515, 1.4502, 6.0924)
H (-5.3491, 0.3250, 5.6393)
H (-5.6341, 2.0843, 5.3240)
H (-6.0617, 0.4785, 3.2243)
H (-5.4309, 1.9005, 2.3945)
H (-5.3162, -0.5749, 1.1056)
H (-3.7744, 0.3088, 1.1919)
H (-4.8520, -1.5184, 3.3391)
H (-3.5053, -1.9192, 2.2916)
H (-3.2564, -0.6341, 4.8472)
H (-2.3599, 0.0244, 3.4081)
C (-0.2713, 3.5090, 0.8089)
C (-0.2906, 4.8966, 0.1068)
C (-0.1265, 4.6303, -1.4167)
N (-0.2123, 5.8314, -2.3147)
C (0.8603, 6.8060, -1.8989)
C (-1.5827, 6.6053, -2.2772)
C (-1.9940, 7.0479, -3.6876)
C (-1.2953, 6.0133, -4.5458)
C (-0.0390, 5.4944, -3.8217)
H (-0.5001, 3.6142, 1.8694)
H (0.6583, 2.9399, 0.7956)
H (-1.1262, 2.9201, 0.4766)
H (0.5610, 5.4607, 0.4871)
H (-1.1727, 5.4260, 0.4672)
H (-0.9537, 4.0533, -1.8302)
H (0.7589, 4.0468, -1.6688)
H (1.8514, 6.3530, -1.8713)
H (0.5970, 7.1897, -0.9132)
H (0.9886, 7.5525, -2.6827)
H (-1.4447, 7.4286, -1.5763)
H (-2.2693, 5.9353, -1.7599)
H (-1.5632, 8.0267, -3.8984)
H (-3.0808, 7.1226, -3.7236)
H (-0.9995, 6.4799, -5.4854)
H (-1.9637, 5.1792, -4.7595)
H (0.8641, 5.9876, -4.1813)
H (0.0412, 4.4175, -3.9700)

## Properties
Net charge: +7
Highest occupied orbital energy: -21.75 eV

---

(2)
The following is a quantum chemistry calculation of C31H49BFN12O4SeSiW as an isolated structure at a distorted geometry, from OMol25.

Cartesian coordinates (Å):
W (0.3147, -0.0524, 0.6956)
C (4.1183, 0.7044, 1.9457)
C (3.6684, -0.6042, 1.3660)
C (4.4444, -1.7620, 1.3600)
C (3.6456, -2.7418, 0.8179)
N (2.4654, -2.1999, 0.5180)
N (2.4633, -0.8671, 0.8208)
B (1.2003, -2.8548, -0.0498)
N (-0.0046, -2.4337, 0.9502)
C (-0.9905, -3.3038, 1.2848)
C (-1.2755, -3.1452, 2.6124)
C (-0.4338, -2.1186, 3.0817)
C (-0.2769, -1.6378, 4.4812)
N (0.3167, -1.6886, 2.0627)
N (0.8962, -2.1640, -1.3817)
C (0.9359, -2.6223, -2.6313)
C (0.5619, -1.6026, -3.4775)
C (0.3005, -0.5158, -2.6590)
C (-0.1903, 0.8007, -3.1513)
N (0.5223, -0.8487, -1.3765)
N (1.2458, -4.3508, -0.1371)
C (1.5505, -5.1872, 0.9030)
C (1.0409, -6.4149, 0.6190)
C (0.3945, -6.2617, -0.6377)
C (-0.3610, -7.2946, -1.4146)
N (0.5018, -5.0204, -1.0764)
H (5.0504, 0.5382, 2.4816)
H (3.3943, 1.0963, 2.6587)
H (4.3222, 1.4576, 1.1813)
H (5.4567, -1.8597, 1.7238)
H (3.8470, -3.7847, 0.6185)
H (-1.3798, -4.0017, 0.5527)
H (-1.9901, -3.7060, 3.2017)
H (-0.2056, -2.5005, 5.1411)
H (-1.1391, -1.0503, 4.8050)
H (0.6172, -1.0325, 4.5921)
H (1.2051, -3.6455, -2.8299)
H (0.4838, -1.6345, -4.5542)
H (-1.1939, 0.6862, -3.5636)
H (0.4527, 1.1584, -3.9570)
H (-0.2229, 1.5268, -2.3554)
H (2.1011, -4.8339, 1.7660)
H (1.1250, -7.3153, 1.2106)
H (0.2543, -8.1781, -1.5913)
H (-0.6805, -6.8878, -2.3723)
H (-1.2455, -7.6165, -0.8607)
N (-0.8735, 4.6074, -1.7723)
C (0.3653, 3.8197, -1.4050)
C (0.8194, 4.2355, -0.0227)
C (2.0361, 3.3851, 0.3515)
N (1.7374, 1.9015, 0.4990)
C (3.1360, 3.6755, -0.6845)
C (2.7545, 3.3445, -2.1283)
N (2.6469, 1.8943, -2.3113)
C (1.4361, 4.0521, -2.4624)
H (-1.5835, 4.4700, -1.0635)
H (-1.2521, 4.3204, -2.6727)
H (-0.6622, 5.6023, -1.8158)
H (0.0654, 2.7866, -1.3390)
H (0.0368, 4.0651, 0.7116)
H (1.1068, 5.2949, -0.0138)
H (2.3917, 3.7112, 1.3252)
H (1.8431, 1.7206, 1.4882)
H (2.4720, 1.4058, 0.0198)
H (4.0652, 3.1582, -0.4167)
H (3.3503, 4.7456, -0.6311)
H (3.5130, 3.7604, -2.7916)
H (3.5604, 1.4753, -2.1586)
H (2.4162, 1.6785, -3.2746)
H (1.0955, 3.7403, -3.4570)
H (1.6491, 5.1279, -2.5051)
C (-3.7591, 1.6280, 3.5282)
Si (-2.6737, 1.2107, 1.5919)
C (-3.1267, 3.0245, 1.2491)
C (-3.9656, -0.1458, 1.3545)
N (-1.5277, 0.8301, 0.1191)
C (-2.2504, 0.5363, -1.0854)
C (-2.8727, 1.5435, -1.8338)
C (-3.5993, 1.2907, -2.9918)
C (-3.7265, 0.0001, -3.4710)
C (-3.1557, -1.0412, -2.7515)
C (-2.4685, -0.7562, -1.5912)
F (-2.0247, -1.8049, -0.8881)
H (-4.7415, 2.0171, 3.2760)
H (-3.7810, 0.6677, 4.0408)
H (-3.0890, 2.3570, 3.9973)
H (-4.2015, 3.1918, 1.3894)
H (-2.8818, 3.2550, 0.2191)
H (-2.5826, 3.6884, 1.9170)
H (-4.9689, 0.1833, 1.6577)
H (-3.6904, -1.0240, 1.9430)
H (-4.0284, -0.4159, 0.3009)
H (-2.8261, 2.5655, -1.4836)
H (-4.0745, 2.1111, -3.5178)
H (-4.2811, -0.2031, -4.3799)
H (-3.2535, -2.0755, -3.0629)
O (-0.4613, 2.6901, 2.1344)
Se (-0.3446, 1.5007, 3.2302)
O (-0.6326, 1.9044, 4.7486)
O (-1.5066, 0.3609, 2.6289)
O (1.0633, 0.7019, 2.8867)

## Properties
Net charge: +2
Highest occupied orbital energy (spin up / spin down): -13.07 / -13.38 eV
Expectation value of S²: 3.7727
2S+1: 4

---

(3)
The following is a quantum chemistry calculation of a 2-piece molecular cluster, C29H42F3O5 overall at a distorted geometry, from OMol25.

Cartesian coordinates (Å):
C (1.0334, 4.9521, 0.7307)
C (1.7232, 4.4623, -0.5238)
O (1.5858, 3.0459, -0.6740)
C (2.1931, 2.6533, -1.8247)
C (2.8068, 1.2958, -1.9133)
C (3.8958, 1.2430, -3.0110)
C (3.6639, 1.9155, -4.3671)
C (4.8920, 1.9081, -5.2871)
C (6.0839, 2.6602, -4.6618)
C (6.3242, 2.2440, -3.2019)
C (5.0638, 2.0104, -2.3760)
C (3.0953, 0.4615, -0.7207)
O (4.0161, -0.3434, -0.7102)
O (2.3298, 0.5832, 0.3980)
C (2.9817, 0.1085, 1.5806)
C (2.2605, 0.6137, 2.8122)
O (2.2584, 3.4766, -2.7523)
H (0.8793, 6.0414, 0.6129)
H (0.0564, 4.4740, 0.9172)
H (1.6792, 4.8298, 1.6147)
H (1.3305, 5.0264, -1.3833)
H (2.8080, 4.6477, -0.4456)
H (4.1241, 0.1764, -3.1630)
H (2.8011, 1.4931, -4.8658)
H (3.4111, 2.9572, -4.1533)
H (5.2185, 0.8811, -5.5062)
H (4.6607, 2.3726, -6.2514)
H (7.0054, 2.4469, -5.2164)
H (5.9473, 3.7500, -4.7426)
H (6.9195, 1.3227, -3.2019)
H (6.9201, 2.9915, -2.6535)
H (4.6085, 2.9821, -2.1495)
H (5.2885, 1.5205, -1.4208)
H (3.0501, -0.9799, 1.6260)
H (3.9962, 0.5257, 1.5951)
H (2.4612, -0.0376, 3.6802)
H (2.6598, 1.6039, 3.0951)
H (1.1687, 0.7035, 2.6914)
C (-4.5304, 0.5905, 3.2203)
C (-3.0651, 0.1273, 3.1030)
C (-2.1802, 1.3597, 2.9240)
C (-2.7077, -0.5798, 4.4243)
C (-2.8574, -0.8508, 1.9345)
C (-1.8772, -0.7292, 0.9957)
C (-1.6679, -1.6845, -0.0458)
C (-0.5936, -1.4171, -0.9264)
C (-0.4837, -2.0602, -2.2181)
F (0.5083, -1.4791, -2.9953)
F (-0.1590, -3.4094, -2.1637)
F (-1.6741, -1.9909, -2.9426)
C (-2.6005, -2.8124, -0.1097)
C (-3.5983, -3.0216, 0.8234)
C (-4.5991, -4.2165, 0.9173)
C (-4.3613, -5.0574, 2.1832)
C (-4.5495, -5.1763, -0.2665)
C (-6.0743, -3.7930, 1.0550)
C (-3.7074, -2.0459, 1.9188)
O (-4.5247, -2.2522, 2.8374)
H (-5.1735, -0.2513, 3.5035)
H (-4.6225, 1.3697, 3.9906)
H (-4.8897, 0.9918, 2.2656)
H (-1.1165, 1.0874, 2.8846)
H (-2.4485, 1.8908, 1.9999)
H (-2.3142, 2.0541, 3.7652)
H (-1.7286, -1.0665, 4.3434)
H (-2.6873, 0.1321, 5.2601)
H (-3.4570, -1.3524, 4.6368)
H (-1.2145, 0.1472, 0.9456)
H (0.2216, -0.7792, -0.6215)
H (-2.4620, -3.4877, -0.9622)
H (-4.5246, -4.4485, 3.0742)
H (-5.0925, -5.8733, 2.2022)
H (-3.3565, -5.4874, 2.2077)
H (-4.8442, -4.6826, -1.2029)
H (-3.5636, -5.6476, -0.3739)
H (-5.2851, -5.9750, -0.0665)
H (-6.4379, -3.2377, 0.1858)
H (-6.6772, -4.7031, 1.1566)
H (-6.2245, -3.2019, 1.9598)

## Properties
Net charge: -1
Highest occupied orbital energy: -3.52 eV

---

(4)
The following is a quantum chemistry calculation of C29H39N14OPb as an isolated structure at a distorted geometry, from OMol25.

Cartesian coordinates (Å):
Pb (-1.0903, -0.3180, -0.3934)
O (-4.9813, 0.9802, 1.1416)
C (-3.9692, 0.3476, 0.7619)
N (-3.0627, 0.7910, -0.1601)
C (-3.3574, 1.9604, -0.9956)
C (-3.2103, 1.6534, -2.4651)
C (-4.0271, 2.2877, -3.4098)
C (-3.8952, 2.0035, -4.7718)
C (-2.9188, 1.0698, -5.1348)
C (-2.1633, 0.4725, -4.1371)
N (-2.2563, 0.7904, -2.8467)
C (-3.7599, -1.0245, 1.3154)
C (-4.4269, -1.3747, 2.5122)
C (-4.3112, -2.6850, 3.0029)
C (-3.6228, -3.6238, 2.2357)
C (-2.9468, -3.1758, 1.0769)
N (-2.9436, -1.8890, 0.6745)
H (-4.3748, 2.2713, -0.7701)
H (-2.6889, 2.8053, -0.7767)
H (-4.6903, 3.0337, -3.0334)
H (-4.6118, 2.4344, -5.4769)
H (-2.7125, 0.8414, -6.1865)
H (-1.3599, -0.2190, -4.3783)
H (-5.0266, -0.6188, 2.9966)
H (-4.7510, -2.9567, 3.9427)
H (-3.5980, -4.6846, 2.4235)
H (-2.3077, -3.8451, 0.4978)
N (-0.3897, -0.7460, 3.1695)
C (-0.0069, -1.9513, 2.6594)
N (0.1596, -2.9432, 3.5184)
C (0.5863, -4.0784, 2.9563)
N (0.6955, -5.1618, 3.7534)
N (0.9472, -4.2648, 1.6275)
C (0.7769, -3.1523, 0.8758)
N (0.2523, -1.9802, 1.3000)
C (1.2807, -3.3391, -0.5166)
C (1.9065, -4.5779, -0.8513)
C (2.1611, -4.8910, -2.1674)
C (1.8807, -3.9105, -3.1448)
C (1.3630, -2.7056, -2.7418)
N (1.1312, -2.3959, -1.4558)
H (-0.6855, -0.6944, 4.1340)
H (-0.3107, 0.1318, 2.6551)
H (0.4439, -5.0794, 4.7358)
H (0.9653, -6.0518, 3.3558)
H (2.1591, -5.2769, -0.0444)
H (2.5336, -5.8723, -2.4362)
H (1.9744, -4.0678, -4.2149)
H (1.1223, -1.9321, -3.4762)
C (3.9411, -0.0947, 1.9903)
N (3.3494, 1.2224, 2.2081)
C (3.5234, 1.8984, 3.4857)
C (2.4743, 1.6730, 1.2942)
N (2.5984, 1.1322, 0.0402)
N (1.6028, 2.7243, 1.6352)
C (0.2060, 2.7142, 1.5936)
N (-0.3451, 3.9027, 1.8785)
N (-0.4435, 1.6013, 1.3209)
H (4.4952, -0.3512, 2.8932)
H (4.6663, -0.0637, 1.1886)
H (3.1792, -0.8657, 1.7650)
H (2.5888, 1.8741, 4.0485)
H (3.9151, 2.9260, 3.3739)
H (4.2100, 1.2949, 4.0695)
H (3.2024, 0.3140, 0.0345)
H (2.0312, 3.6206, 1.9053)
H (0.1882, 4.6637, 2.2600)
H (-1.3408, 4.0578, 1.7909)
H (-1.4574, 1.7675, 1.3994)
C (0.7463, 3.5027, -1.6440)
C (1.9988, 2.6315, -1.8884)
C (3.3297, 3.3252, -1.5337)
C (1.9925, 2.1644, -3.3682)
C (1.8815, 1.4121, -1.0970)
H (0.7896, 4.3741, -2.2582)
H (0.6054, 3.8918, -0.6239)
H (-0.1386, 2.9691, -1.9559)
H (3.4945, 4.2177, -2.1234)
H (4.1912, 2.6647, -1.7381)
H (3.3756, 3.6360, -0.4851)
H (1.9454, 3.0553, -4.0433)
H (1.0955, 1.5827, -3.6461)
H (2.8663, 1.6251, -3.6099)
H (1.3593, 0.5488, -1.4974)

## Properties
Net charge: +1
Highest occupied orbital energy (spin up / spin down): -7.67 / -7.61 eV